Density functional theory data (ωB97M-V with the def2-TZVPD basis set) for C27H25F10N5OSbSe4V as an isolated structure in a non-equilibrium geometry.

- E_tot: -358686.735 eV
- HOMO-LUMO gap (alpha / beta): 6.140 / 5.692 eV
- 2S+1: 3
- E_LUMO (alpha / beta): -1.82 / -2.27 eV
- E_HOMO (alpha / beta): -7.959 / -7.959 eV
- ΔE to the lowest compared entry with this formula, charge and spin: 0.313 eV

Each line ends with the Löwdin charge.
Cartesian coordinates (Å):
V: 0.25 -0.25 0.03  0.592
C: -0.56 2.48 -1.08  -0.042
N: -0.85 1.49 -0.03  -0.294
C: -0.91 2.11 1.33  -0.125
C: 0.22 1.55 2.18  -0.237
N: 0.21 0.11 1.91  -0.113
C: 0.45 -0.81 2.92  -0.165
C: 0.13 -0.66 4.27  -0.148
F: -0.46 0.46 4.71  0.089
C: 0.38 -1.65 5.21  -0.138
F: 0.05 -1.43 6.48  0.132
C: 0.93 -2.86 4.83  -0.134
F: 1.14 -3.81 5.73  0.137
C: 1.23 -3.06 3.50  -0.151
F: 1.73 -4.23 3.10  0.130
C: 0.99 -2.06 2.59  -0.167
F: 1.30 -2.31 1.30  0.026
C: -2.06 0.69 -0.35  -0.174
C: -2.21 -0.66 0.38  -0.209
N: -1.12 -1.59 0.15  -0.121
C: -1.31 -2.96 0.17  -0.155
C: -0.39 -3.80 -0.47  -0.160
F: 0.64 -3.25 -1.11  0.106
C: -0.50 -5.17 -0.47  -0.136
F: 0.40 -5.91 -1.10  0.139
C: -1.56 -5.78 0.19  -0.140
F: -1.68 -7.10 0.19  0.136
C: -2.48 -4.99 0.84  -0.141
F: -3.50 -5.55 1.50  0.132
C: -2.35 -3.61 0.84  -0.135
F: -3.24 -2.90 1.54  0.103
H: -1.36 3.22 -1.15  0.105
H: 0.38 2.98 -0.83  0.100
H: -0.44 1.98 -2.03  0.077
H: -0.87 3.19 1.23  0.131
H: -1.87 1.84 1.78  0.128
H: 1.18 1.99 1.90  0.056
H: 0.02 1.81 3.21  0.110
H: -2.96 1.25 -0.09  0.142
H: -2.05 0.53 -1.43  0.111
H: -2.37 -0.47 1.44  0.122
H: -3.14 -1.04 -0.05  0.137
C: 4.86 0.45 -2.96  -0.103
C: 4.13 -0.53 -3.86  -0.194
N: 3.55 0.10 -5.06  -0.045
C: 4.49 0.71 -6.00  -0.197
C: 4.50 2.23 -5.93  -0.067
C: 2.25 0.13 -5.41  -0.420
O: 1.86 0.60 -6.47  0.065
C: 1.22 -0.46 -4.48  -0.093
C: 0.28 -1.33 -5.00  0.030
C: -0.73 -1.79 -4.17  -0.015
C: -0.76 -1.38 -2.86  -0.121
N: 0.15 -0.53 -2.33  -0.002
C: 1.09 -0.07 -3.16  -0.138
H: 5.23 -0.06 -2.07  0.064
H: 4.21 1.26 -2.63  0.054
H: 5.72 0.89 -3.47  0.074
H: 3.35 -1.04 -3.31  0.098
H: 4.82 -1.30 -4.20  0.127
H: 4.22 0.39 -7.00  0.120
H: 5.48 0.31 -5.77  0.118
H: 3.52 2.62 -6.22  0.072
H: 5.25 2.63 -6.62  0.078
H: 4.74 2.58 -4.93  0.067
H: 0.33 -1.62 -6.05  0.133
H: -1.49 -2.47 -4.53  0.115
H: -1.51 -1.75 -2.18  0.105
H: 1.79 0.63 -2.74  0.046
Se: 5.72 2.03 0.81  -0.092
Sb: 4.43 0.26 1.70  -0.228
Se: 4.78 -2.06 2.00  -0.047
Se: 3.38 1.31 3.73  0.186
Se: 2.46 0.19 -0.30  0.355